1.
Molecular formula: C5H7N
Method: DFT, the ωB97M-V functional and the def2-TZVPD basis

Last column: Löwdin charge in e.
Geometry (Å):
C 1.111 -0.550 -0.203  -0.181
C 0.631 0.145 1.070  -0.071
C -0.173 1.262 -0.122  -0.079
C -0.122 -0.039 -0.936  -0.230
C -1.247 -0.436 0.075  -0.147
N -0.764 0.582 0.991  -0.111
H 1.313 -1.630 -0.250  0.105
H 2.012 -0.017 -0.519  0.107
H 1.199 0.146 2.008  0.114
H -0.536 2.242 -0.491  0.125
H -0.180 -0.141 -2.022  0.128
H -0.964 -1.339 0.636  0.119
H -2.279 -0.225 -0.236  0.121

Output
HOMO-LUMO gap   9.29 eV
2S+1   1
HOMO   -8.18 eV
Calculated total energy   -249.28975 Ha
Lowest unoccupied orbital energy   1.106 eV

---

2.
Molecular formula: C4H5Cl2N2O3
Method: DFT, the ωB97M-V functional and the def2-TZVPD basis

Last column: Löwdin charge in e.
Geometry (Å):
C -2.481 -1.261 -0.712  -0.306
C -0.272 -1.076 0.460  -0.558
C 2.607 -0.499 0.052  -0.105
C 1.398 0.455 -0.081  -0.218
N -1.597 -1.478 0.099  0.234
N -3.514 2.271 0.304  -1.143
O -3.494 -1.124 -1.285  0.121
O 0.235 -1.538 1.416  0.135
O 0.172 -0.196 -0.453  0.005
Cl -2.026 2.391 1.276  0.115
Cl -3.033 1.931 -1.248  0.232
H 2.762 -1.031 -0.942  0.093
H 3.494 0.075 0.093  0.031
H 2.621 -1.122 1.086  0.121
H 1.779 1.214 -0.872  0.152
H 1.348 0.989 0.806  0.089

Output
Total charge   -1
HOMO-LUMO gap   5.31 eV
2S+1   1
HOMO   -2.20 eV
Calculated total energy   -1410.98130 Ha
Lowest unoccupied orbital energy   3.110 eV

---

One value per record, in order, for F_max: 2.76, 3.60 eV/Å.